{"formula": "C37H44F4N4O12S2SiV", "method": "the ωB97M-V functional and the def2-TZVPD basis", "elements": ["V", "O", "C", "C", "O", "C", "C", "O", "C", "O", "O", "C", "C", "C", "C", "O", "Si", "S", "O", "C", "C", "C", "C", "O", "C", "C", "C", "C", "H", "H", "H", "H", "H", "H", "H", "H", "H", "H", "H", "H", "H", "H", "H", "H", "H", "H", "H", "H", "H", "H", "H", "H", "H", "H", "H", "F", "C", "C", "F", "C", "C", "C", "F", "C", "C", "C", "N", "C", "N", "F", "C", "C", "N", "C", "N", "C", "C", "C", "O", "C", "H", "H", "H", "H", "H", "H", "H", "H", "C", "C", "O", "O", "H", "H", "H", "C", "S", "C", "O", "H", "H", "H", "H", "H", "H"], "xyz": [[-0.392358, 0.209744, 0.173642], [1.945393, 0.712552, 5.935800], [1.137098, 0.934492, 5.044966], [0.640310, -0.053921, 4.027681], [0.621782, -1.274238, 4.168173], [0.183508, 0.745377, 2.914837], [0.058190, 2.139191, 3.285030], [-0.375274, 3.031602, 2.555072], [0.506433, 2.248490, 4.711993], [0.330466, 3.182829, 5.478947], [-0.113652, 0.354903, 1.737484], [2.101403, -3.301755, -2.411792], [1.108816, -2.157577, -2.642035], [1.859808, -0.824719, -2.747301], [0.287775, -2.424426, -3.904364], [0.233345, -2.023507, -1.534410], [-0.852745, -2.996915, -0.830495], [-1.640337, -1.817345, 0.726242], [0.041095, -4.273306, -0.358398], [-0.224751, -5.544266, 0.175153], [-1.554361, -5.582025, 0.923291], [-0.251948, -6.547934, -0.984940], [0.922831, -5.867932, 1.137959], [-2.063895, -3.642859, -1.734721], [-3.374453, -3.181990, -2.041535], [-4.296093, -3.414025, -0.836805], [-3.363379, -1.705271, -2.424893], [-3.838781, -4.021698, -3.239373], [2.751659, -3.409619, -3.277856], [1.558613, -4.227212, -2.247792], [2.716819, -3.093405, -1.541140], [2.722697, -0.912497, -3.404552], [2.185983, -0.515109, -1.753779], [1.195267, -0.058769, -3.137776], [0.938200, -2.524837, -4.771131], [-0.388802, -1.586510, -4.056092], [-0.287704, -3.338275, -3.771523], [-2.368605, -5.410377, 0.228023], [-1.576656, -4.792669, 1.669506], [-1.694892, -6.548449, 1.404097], [-1.009598, -6.237717, -1.701161], [-0.477051, -7.547303, -0.616568], [0.712823, -6.560774, -1.487741], [0.886722, -5.184102, 1.980170], [1.873782, -5.735028, 0.630339], [0.840101, -6.890604, 1.497248], [-3.877254, -2.898724, 0.024965], [-4.365854, -4.476440, -0.609627], [-5.294459, -3.031325, -1.040596], [-3.085452, -1.090280, -1.570075], [-4.347344, -1.398294, -2.774755], [-2.634196, -1.533812, -3.213906], [-3.792722, -5.079916, -2.991805], [-3.187390, -3.828760, -4.087814], [-4.859660, -3.762902, -3.511190], [3.365847, 3.253846, -1.563785], [3.106834, 4.555977, -1.809160], [4.071267, 5.293707, -2.449924], [5.222315, 4.674609, -2.795197], [3.906666, 6.664159, -2.764200], [2.666203, 7.205400, -2.353372], [1.706233, 6.466259, -1.709393], [0.567187, 7.098905, -1.361914], [1.862746, 5.094390, -1.405416], [0.853391, 4.320740, -0.773661], [0.978744, 2.971676, -0.486335], [1.015119, 1.839568, -0.244123], [-0.404894, 4.835413, -0.431862], [-1.469155, 5.208694, -0.197978], [2.397802, 8.509207, -2.593092], [4.888523, 7.435411, -3.433418], [4.712871, 8.775262, -3.784166], [4.647269, 9.877435, -4.121783], [6.134889, 6.952681, -3.833062], [7.183360, 6.642523, -4.203616], [3.788083, -0.956459, 2.889527], [3.033877, -2.291542, 2.780838], [2.280525, -2.183708, 1.442683], [2.231441, -0.810661, 1.117598], [3.435104, -0.238246, 1.576911], [4.865370, -1.085599, 2.997076], [3.443067, -0.385182, 3.749430], [2.311713, -2.384582, 3.590198], [3.710760, -3.147267, 2.796266], [1.252214, -2.547928, 1.496343], [2.815562, -2.738529, 0.652979], [3.272425, 0.834070, 1.695807], [4.234813, -0.392188, 0.831555], [-1.891516, 2.377755, -2.407044], [-1.262758, 0.985596, -2.512165], [-1.145022, 0.455765, -3.612722], [-0.883200, 0.454657, -1.418030], [-1.404380, 3.035354, -3.123466], [-1.801898, 2.775683, -1.398245], [-2.944572, 2.310249, -2.674902], [-5.497332, 1.270714, 0.835722], [-3.758133, 1.953223, 0.978914], [-3.389775, 1.177719, 2.601547], [-2.978909, 1.163212, 0.021003], [-5.488231, 0.203207, 1.023576], [-5.829193, 1.459548, -0.180514], [-6.138905, 1.794203, 1.536501], [-4.246289, 1.221960, 3.262924], [-2.558217, 1.727980, 3.030193], [-3.082202, 0.155835, 2.389863]], "forces_ev_per_angstrom": [[0.475, -1.871, -2.716], [-1.090, 0.248, -1.030], [1.376, -0.577, 1.509], [-0.432, -1.338, -0.637], [0.061, 0.693, 0.019], [0.774, 1.237, 2.559], [-0.601, 0.538, -1.576], [0.216, -0.544, 0.801], [-0.345, 1.806, 1.125], [0.280, -1.121, -0.942], [0.350, 0.541, 4.780], [-0.249, 0.228, 0.044], [0.808, 0.055, -0.787], [-0.319, -0.194, 0.068], [0.016, 0.173, 0.342], [-0.131, 0.269, 0.206], [-0.589, 0.035, 0.670], [0.500, 0.144, -0.320], [0.226, 0.147, 0.029], [-0.012, -0.744, 0.134], [0.169, 0.145, -0.137], [0.024, 0.275, 0.233], [-0.308, 0.169, -0.280], [0.422, -0.125, -0.052], [-0.634, 0.076, -0.261], [0.338, -0.013, -0.189], [0.198, -0.177, 0.098], [0.181, 0.214, 0.341], [0.029, 0.029, -0.098], [0.055, -0.174, 0.011], [0.070, -0.027, 0.149], [0.067, -0.013, -0.039], [0.168, -0.028, 0.020], [0.012, 0.073, -0.046], [0.078, -0.026, -0.064], [-0.046, -0.033, -0.093], [-0.069, -0.183, -0.102], [-0.203, -0.009, -0.107], [-0.013, 0.063, 0.194], [-0.008, -0.066, 0.065], [-0.108, -0.035, -0.079], [-0.030, -0.121, -0.020], [0.113, -0.028, -0.050], [0.032, 0.089, 0.192], [0.152, -0.028, -0.085], [0.022, -0.131, 0.083], [-0.142, 0.025, 0.055], [-0.034, -0.133, 0.003], [-0.096, 0.041, -0.043], [-0.059, 0.065, 0.052], [-0.103, 0.034, -0.047], [-0.002, 0.055, -0.109], [0.002, -0.131, 0.020], [0.068, -0.008, -0.132], [-0.122, 0.025, -0.034], [-0.014, -0.044, 0.015], [-0.787, 0.500, 0.212], [-0.021, 0.721, -0.179], [-0.217, -0.009, 0.101], [-0.821, -0.597, 0.535], [0.611, -0.215, -0.197], [0.037, -0.805, 0.198], [0.098, -0.018, -0.041], [1.582, 1.099, -1.051], [-0.530, -1.217, 0.711], [-0.001, 1.328, -0.401], [-0.546, -1.667, 0.727], [-0.095, -0.035, -0.017], [-0.624, 0.107, 0.220], [-0.029, -0.289, 0.109], [0.247, 0.192, -0.125], [-0.088, 0.310, -0.107], [-0.027, 0.538, -0.139], [0.241, -0.189, -0.068], [0.536, -0.196, -0.160], [-0.118, 0.111, -0.148], [-0.154, -0.080, -0.037], [0.080, -0.716, 0.057], [-0.416, 0.060, -0.155], [0.620, 0.404, 0.005], [-0.014, 0.016, -0.051], [-0.044, 0.008, 0.055], [0.217, -0.096, -0.042], [-0.050, -0.008, -0.053], [0.108, -0.001, -0.025], [-0.123, 0.118, 0.076], [0.025, -0.043, -0.090], [-0.180, 0.046, 0.068], [0.386, -0.413, 0.297], [-1.163, 1.890, -3.244], [0.016, 0.090, 1.114], [-0.723, -0.468, -2.108], [0.069, -0.011, -0.011], [-0.057, 0.102, -0.203], [-0.037, -0.087, 0.017], [0.949, 0.428, 0.002], [-1.839, -0.003, 1.650], [0.067, 0.432, -0.459], [1.402, -0.897, -0.956], [0.132, -0.168, 0.081], [0.059, 0.093, -0.101], [-0.057, 0.081, 0.136], [-0.160, 0.011, 0.088], [0.069, 0.106, 0.025], [-0.146, -0.132, -0.058]], "homo_energy_ev": [-1.47, -1.52], "multiplicity": 2, "charge": -2, "s2": 0.9586, "max_force_ev_per_a": 4.8, "e_above_lowest_kj_mol": 258.6, "orbital_gap_ev": [2.761, 4.048]}